1.
Formula: C9H11O6Tc
Source: the OMol25 dataset
Level of theory: ωB97M-V with the def2-TZVPD basis set

Each line ends with the Löwdin spin population.
Atoms and positions in Å:
1 O 0.0123 2.1245 -4.6399  0.000
2 C -0.0709 1.7114 -3.5895  -0.004
3 Tc -0.2338 -0.0250 -0.3226  1.411
4 C -0.4919 0.6997 1.5102  0.073
5 O -0.6500 1.1602 2.5767  0.087
6 C -0.1657 -1.9568 -0.3824  0.048
7 O -0.1096 -3.1326 -0.3403  0.123
8 C 1.6729 0.2098 -0.8110  0.049
9 O 2.7784 0.3396 -1.1451  0.061
10 C -2.1274 0.0926 -0.7654  0.027
11 O -3.2635 0.1700 -0.9931  0.055
12 H -0.2442 0.0434 -1.9967  0.032
13 C 1.0616 -2.1176 4.3238  0.056
14 C 1.0282 -2.1503 2.8014  0.095
15 O 1.5747 -1.0095 2.1380  0.614
16 C 2.8937 -0.6256 2.5481  0.093
17 C 2.9593 0.8856 2.5472  0.043
18 H 2.0409 -2.4090 4.7103  0.000
19 H 0.3562 -2.8593 4.7073  0.004
20 H 0.8046 -1.1322 4.7176  0.004
21 H 1.5577 -3.0493 2.4413  0.056
22 H -0.0139 -2.2224 2.4637  0.002
23 H 3.1077 -1.0273 3.5611  0.008
24 H 3.5711 -1.0457 1.7866  0.057
25 H 3.9393 1.1827 2.9008  0.004
26 H 2.1934 1.2913 3.2132  0.001
27 H 2.8122 1.2878 1.5454  0.002

Force components x, y, z for each atom (eV/Å):
-0.177 -0.750 2.045
0.166 0.701 -1.935
0.715 -0.351 -1.658
-1.337 4.399 8.640
0.787 -2.623 -5.804
0.273 -7.671 -0.092
-0.326 6.511 -0.302
7.247 0.612 -2.352
-5.193 -0.553 1.553
-8.047 0.116 -1.859
5.461 -0.283 1.009
-0.103 0.236 0.063
0.834 -0.107 0.750
-1.554 0.065 -0.042
0.830 -1.097 0.515
-0.126 0.393 1.198
-0.414 0.273 -0.313
-0.125 0.050 0.020
-0.084 0.067 -0.246
-0.142 -0.024 -0.117
0.384 0.032 -0.079
0.258 0.065 -0.149
-0.007 -0.119 -0.862
0.097 -0.175 -0.099
0.230 0.084 0.061
0.215 -0.011 0.059
0.136 0.162 -0.002

Output
* expectation value of S²: 3.77
* energy above the lowest of the compared OMol25 structures with the same formula, charge and spin: 0.0 kJ/mol
* total charge: +3
* frontier orbital gap (alpha / beta): 7.485 / 6.205 eV
* multiplicity: 4
* highest occupied orbital energy (alpha / beta): -0.830 / -0.829 Ha

2.
Formula: C4H13NO2
Source: the OMol25 dataset
Level of theory: ωB97M-V with the def2-TZVPD basis set

Each line ends with the natural charge from an NBO analysis.
Atoms and positions in Å:
1 C 2.0410 -0.0494 -0.3949  -0.431
2 N 0.7878 -0.6411 0.1082  -0.628
3 C -0.4918 -0.1105 -0.4118  -0.080
4 C -0.6953 -0.2830 -1.8998  -0.633
5 C -0.6740 1.3127 0.0723  -0.059
6 O -1.9770 1.6321 0.4770  -0.776
7 H 2.8784 -0.7328 -0.2064  0.197
8 H 2.2101 0.8751 0.1742  0.192
9 H 2.1365 0.1173 -1.4579  0.170
10 H 0.9056 -1.6174 -0.1305  0.347
11 H -1.1833 -0.7462 0.1592  0.205
12 H -1.7092 0.0568 -2.1360  0.222
13 H -0.6110 -1.3460 -2.1558  0.202
14 H -0.0285 0.2411 -2.5778  0.208
15 H -0.0079 1.3949 0.9435  0.184
16 H -0.4884 2.0936 -0.6726  0.179
17 H -2.4082 1.5462 1.3465  0.498
18 O -0.2216 -0.9217 3.0438  -0.958
19 H 0.5571 -1.3660 2.7110  0.487
20 H -1.0207 -1.4557 3.0079  0.472

Force components x, y, z for each atom (eV/Å):
0.078 0.252 0.938
1.295 -0.217 -0.702
0.801 -0.731 0.370
-0.754 -0.602 -0.280
0.255 0.295 1.865
-2.387 0.580 -0.643
-0.241 0.100 0.444
0.247 -0.083 -0.457
-0.484 0.388 -0.580
-0.744 -0.202 0.005
-0.401 0.394 -0.434
0.051 -0.144 -0.123
-0.175 0.107 -0.049
0.335 0.338 0.324
0.154 0.348 -0.336
0.517 -0.392 -0.037
1.618 -0.540 -0.353
-0.439 0.867 0.655
-0.276 -0.398 -0.405
0.549 -0.360 -0.202

Output
* energy above the lowest of the compared OMol25 structures with the same formula, charge and spin: 144.0 kJ/mol
* frontier orbital gap: 9.706 eV
* SMILES: CN[C@H](C)CO.O
* highest occupied orbital energy: -0.327 Ha

3.
Formula: C2H23NO11
Source: the OMol25 dataset
Level of theory: ωB97M-V with the def2-TZVPD basis set

Each line ends with the natural charge from an NBO analysis.
Atoms and positions in Å:
1 O -0.6381 2.1289 0.4516  -0.647
2 C 0.4579 1.6270 0.5803  0.557
3 N 0.9916 1.3047 1.7806  -0.641
4 C 0.2695 1.3332 2.9846  0.075
5 O -0.4711 0.0676 3.2174  -0.767
6 H 1.1379 1.4424 -0.2244  0.117
7 H 1.8303 0.8063 1.9483  0.419
8 H 0.9469 1.2647 3.9614  0.179
9 H -0.4073 2.1481 3.1774  0.198
10 H -0.2255 -0.4842 2.4533  0.490
11 O 1.8605 -3.4863 0.0522  -0.961
12 H 1.4493 -2.8110 0.6113  0.482
13 H 1.7301 -3.1698 -0.8363  0.471
14 O -1.6211 1.0626 -3.0444  -1.010
15 H -2.1063 1.8482 -2.7550  0.509
16 H -0.9123 0.7113 -2.5227  0.475
17 O -1.8552 -1.4396 -1.1926  -0.972
18 H -2.0750 -0.8698 -1.9291  0.498
19 H -2.4298 -2.1989 -1.2344  0.493
20 O 0.2248 -0.9310 0.4017  -1.000
21 H 1.0420 -0.6020 0.0712  0.481
22 H -0.4302 -0.9364 -0.3236  0.507
23 O -2.5212 3.2093 -1.6233  -0.935
24 H -2.4849 2.5407 -0.9308  0.493
25 H -1.5910 3.4341 -1.6664  0.474
26 O 1.3999 0.1915 -3.6734  -0.962
27 H 2.1112 0.8335 -3.8090  0.491
28 H 1.1234 -0.1123 -4.5366  0.492
29 O -3.7184 0.2891 1.7926  -0.952
30 H -3.7781 -0.0148 2.7030  0.471
31 H -2.7924 0.2885 1.5612  0.480
32 O 2.3026 -1.0472 -1.4468  -0.988
33 H 1.8385 -0.9167 -2.2885  0.501
34 H 2.9988 -1.6709 -1.6581  0.478
35 O 2.1447 -1.5996 2.8163  -0.959
36 H 1.4137 -2.2691 2.9225  0.486
37 H 2.7843 -1.9720 2.2083  0.477

Force components x, y, z for each atom (eV/Å):
-0.216 -0.013 -0.369
-0.146 0.373 1.240
-0.244 1.073 0.969
0.054 -2.236 4.256
0.112 0.834 -1.155
0.559 -0.074 -0.930
0.940 -0.508 -0.924
-0.594 0.786 -2.456
-0.264 0.339 -0.729
-0.227 0.070 0.145
0.269 -0.424 0.823
-0.194 0.007 -0.451
-0.254 0.313 -0.277
-0.730 -1.159 -1.735
0.470 0.059 0.850
0.432 0.785 0.730
0.365 0.195 0.075
-0.419 0.333 -0.445
-0.238 -0.289 0.014
-1.308 -0.626 0.690
1.005 -0.023 -0.718
0.178 -0.385 0.303
-0.085 -0.200 -0.149
-0.273 -0.012 0.440
0.331 0.460 0.001
0.201 0.143 0.272
-0.246 -0.196 -0.052
-0.135 0.065 -0.355
-0.674 0.003 -0.089
0.253 0.040 -0.053
0.521 -0.016 0.146
0.039 -0.068 -0.138
0.041 0.361 -0.089
0.313 -0.052 0.174
-1.206 -0.583 0.316
1.275 1.022 -0.202
0.093 -0.396 -0.128

Output
* energy above the lowest of the compared OMol25 structures with the same formula, charge and spin: 164.9 kJ/mol
* frontier orbital gap: 9.756 eV
* SMILES: O=CNCO.O.O.O.O.O.O.O.O.O
* highest occupied orbital energy: -0.364 Ha

4.
Formula: C38H33CoO4P2S
Source: the OMol25 dataset
Level of theory: ωB97M-V with the def2-TZVPD basis set

Each line ends with the Löwdin spin population.
Atoms and positions in Å:
1 Co -0.3533 -1.2439 0.6299  2.682
2 O 0.1972 3.0640 0.7614  0.416
3 S -0.5701 1.7943 0.6626  0.426
4 C 1.9628 0.7092 2.6447  0.002
5 C 2.5363 1.6268 3.5236  0.002
6 C 3.6426 2.3719 3.1522  0.001
7 C 4.1769 2.2139 1.8867  0.002
8 C 3.6185 1.2986 1.0023  0.003
9 C 2.5207 0.5288 1.3581  0.006
10 P 1.8847 -0.6673 0.1307  0.050
11 C 2.8447 -2.1872 0.3759  0.006
12 C 3.1829 -2.9954 -0.7112  0.005
13 C 3.8372 -4.2029 -0.4992  0.000
14 C 4.1451 -4.6116 0.7903  0.006
15 C 3.7947 -3.8183 1.8752  -0.001
16 C 3.1420 -2.6127 1.6716  0.005
17 C 2.2265 -0.0687 -1.5311  0.009
18 C 3.5093 -0.0316 -2.0839  0.002
19 C 3.7012 0.4685 -3.3603  0.001
20 C 2.6170 0.9281 -4.1003  0.000
21 C 1.3368 0.8756 -3.5690  0.001
22 C 1.1448 0.3771 -2.2889  0.008
23 C -2.2892 2.1583 0.6009  0.023
24 C -2.7226 3.4799 0.6143  0.044
25 C -4.0823 3.7423 0.5603  -0.008
26 C -4.9969 2.6959 0.4801  0.054
27 C -4.5547 1.3814 0.4573  -0.005
28 C -3.1946 1.0970 0.5302  0.053
29 P -2.6409 -0.6272 0.5103  0.032
30 C -3.2916 -1.3960 2.0200  0.009
31 C -2.9070 -2.7156 2.2725  0.005
32 C -3.3743 -3.3829 3.3928  0.000
33 C -4.2264 -2.7310 4.2770  0.003
34 C -4.6000 -1.4161 4.0402  0.001
35 C -4.1347 -0.7465 2.9150  0.002
36 C -3.4896 -1.4204 -0.8753  0.003
37 C -2.8678 -1.4010 -2.1248  0.002
38 C -3.5077 -1.9399 -3.2314  0.000
39 C -4.7680 -2.5061 -3.0892  0.001
40 C -5.3826 -2.5441 -1.8443  0.000
41 C -4.7468 -2.0052 -0.7357  0.001
42 H 2.1074 1.7575 4.5056  0.000
43 H 4.0775 3.0761 3.8478  0.000
44 H 5.0286 2.8043 1.5764  0.000
45 H 4.0491 1.2042 0.0151  0.000
46 H 2.9530 -2.6816 -1.7233  0.000
47 H 4.1145 -4.8181 -1.3449  0.000
48 H 4.6633 -5.5474 0.9508  0.000
49 H 4.0336 -4.1384 2.8806  0.000
50 H 2.8832 -1.9971 2.5236  0.000
51 H 4.3583 -0.4172 -1.5310  0.000
52 H 4.6970 0.4976 -3.7814  0.000
53 H 2.7729 1.3225 -5.0955  0.000
54 H 0.4922 1.2217 -4.1495  0.000
55 H 0.1426 0.3457 -1.8718  0.008
56 H -1.9910 4.2755 0.6631  0.002
57 H -4.4318 4.7658 0.5708  -0.001
58 H -6.0571 2.9031 0.4288  0.003
59 H -5.2772 0.5784 0.3660  -0.001
60 H -2.2478 -3.2398 1.5872  0.001
61 H -3.0810 -4.4081 3.5749  0.000
62 H -4.6007 -3.2508 5.1489  0.000
63 H -5.2600 -0.9077 4.7305  0.000
64 H -4.4336 0.2808 2.7438  0.000
65 H -1.8845 -0.9556 -2.2400  0.001
66 H -3.0264 -1.9193 -4.2001  0.000
67 H -5.2720 -2.9217 -3.9514  0.000
68 H -6.3587 -2.9975 -1.7356  0.000
69 H -5.2252 -2.0548 0.2356  0.000
70 O -0.2982 -3.0614 -0.3332  0.047
71 H 0.5311 -3.5384 -0.4861  0.001
72 H -1.0091 -3.5139 -0.8046  0.002
73 C -0.8490 -0.3144 4.8205  0.001
74 O 0.2887 0.3923 4.2583  0.010
75 C 0.7595 -0.0190 3.1208  0.018
76 O 0.2171 -0.9734 2.5354  0.057
77 H -0.6756 -1.3860 4.7939  0.000
78 H -1.7422 -0.0644 4.2510  0.000
79 H -0.9270 0.0460 5.8391  0.000

Force components x, y, z for each atom (eV/Å):
0.378 0.279 0.237
-0.140 -0.183 -0.016
0.091 0.296 0.093
-0.124 -0.030 -0.013
-0.011 0.022 -0.005
0.016 -0.008 -0.021
-0.014 0.015 0.003
0.019 0.039 -0.017
-0.072 -0.073 0.075
-0.017 0.057 -0.252
-0.043 -0.007 0.067
-0.077 -0.080 -0.048
-0.042 0.016 -0.013
0.010 -0.018 0.028
-0.016 -0.012 -0.027
0.065 0.021 -0.023
0.097 0.063 -0.005
0.042 -0.067 -0.015
-0.026 0.006 -0.013
0.005 -0.001 0.021
0.036 -0.020 0.005
-0.052 0.040 0.000
0.081 0.092 0.032
-0.016 -0.012 -0.002
0.019 -0.058 -0.003
0.046 0.049 0.003
-0.062 0.047 -0.107
-0.001 -0.072 -0.077
-0.294 -0.285 -0.042
0.000 -0.035 -0.062
0.000 -0.021 0.048
0.004 0.047 -0.017
0.000 0.014 -0.001
0.016 -0.009 0.024
-0.032 0.100 0.035
0.007 0.000 0.022
0.002 -0.006 -0.034
-0.004 -0.003 0.048
-0.003 0.008 0.003
0.014 -0.007 -0.010
-0.016 -0.042 0.023
0.003 0.005 0.002
-0.012 0.002 -0.003
0.005 -0.018 0.003
-0.026 0.004 0.035
0.038 0.012 0.026
0.002 0.007 0.001
-0.004 0.002 -0.001
0.008 0.011 -0.007
0.018 0.017 0.012
-0.016 0.025 0.015
-0.005 -0.003 -0.004
-0.001 -0.011 0.001
0.000 0.009 0.008
0.028 0.015 -0.005
-0.016 0.017 0.005
0.004 -0.001 0.003
0.006 0.017 -0.009
0.038 0.003 0.014
-0.005 -0.008 -0.032
0.002 0.006 -0.003
0.008 0.005 -0.001
-0.005 -0.005 -0.011
0.015 -0.068 0.029
0.010 0.023 -0.003
-0.004 0.010 0.005
0.008 -0.011 0.006
0.003 0.007 -0.003
0.008 0.022 -0.006
-0.057 -0.101 0.057
0.039 0.019 0.009
-0.041 0.015 -0.008
-0.019 0.066 -0.036
0.023 -0.038 0.165
0.152 -0.080 -0.110
-0.137 -0.124 -0.109
0.025 -0.008 0.008
0.019 -0.025 0.004
0.000 0.021 0.002

Output
* expectation value of S²: 6.02
* total charge: +2
* frontier orbital gap (alpha / beta): 8.080 / 7.625 eV
* multiplicity: 5
* highest occupied orbital energy (alpha / beta): -0.496 / -0.524 Ha

5.
Formula: C3H5F3P
Source: the OMol25 dataset
Level of theory: ωB97M-V with the def2-TZVPD basis set

Each line ends with the natural charge from an NBO analysis.
Atoms and positions in Å:
1 C 0.6261 -0.3731 -0.1817  0.112
2 C -0.3135 0.5432 0.2662  -0.821
3 C 1.9899 -0.0729 -0.0404  -0.736
4 F -2.1205 -1.3447 -0.5028  -0.483
5 F -2.8537 0.1873 1.3143  -0.475
6 F -2.9189 0.9331 -0.9872  -0.498
7 P -1.9459 0.0681 0.1001  2.495
8 H 0.0990 -1.3148 -0.4859  0.242
9 H 0.0868 1.4351 0.6895  0.307
10 H 2.2412 0.7481 0.5549  0.256
11 H 2.5593 0.1329 -0.9264  0.313
12 H 2.5502 -0.9424 0.1994  0.288

Force components x, y, z for each atom (eV/Å):
-4.603 0.168 0.430
0.866 -1.611 -0.756
2.084 -0.939 -0.906
0.436 1.210 0.945
0.710 -0.299 -0.258
3.141 -2.204 2.996
-3.841 1.945 -3.425
1.812 0.461 -0.286
-0.691 0.898 0.357
-0.024 1.122 1.343
-0.330 0.255 -1.411
0.441 -1.006 0.972

Output
* energy above the lowest of the compared OMol25 structures with the same formula, charge and spin: 49.7 kJ/mol
* total charge: +1
* frontier orbital gap: 10.804 eV
* highest occupied orbital energy: -0.598 Ha

6.
Formula: C20H17ClN8O2S
Source: the OMol25 dataset
Level of theory: ωB97M-V with the def2-TZVPD basis set

Each line ends with the natural charge from an NBO analysis.
Atoms and positions in Å:
1 C 3.2259 -1.1114 0.7002  -0.607
2 C 1.6817 -0.9928 0.5014  -0.099
3 N 0.9427 -2.2322 0.6651  -0.567
4 C -0.2056 -2.3338 1.3548  0.515
5 N -0.5579 -1.4211 2.3310  -0.571
6 C -1.7924 -1.3410 2.7131  0.320
7 N -2.6875 -2.1561 2.2633  -0.536
8 C -2.3749 -3.0010 1.2176  0.479
9 N -3.4241 -3.6996 0.7512  -0.778
10 C -1.1490 -3.1431 0.7514  -0.400
11 C -0.8872 -4.3002 -0.0044  0.264
12 N -0.5346 -5.3053 -0.5113  -0.319
13 C 1.3593 -0.2708 -0.7760  -0.050
14 C 1.6701 -0.8091 -2.0459  -0.133
15 C 1.4934 0.0099 -3.2183  0.292
16 N 1.7628 -0.3470 -4.4194  -0.422
17 C 1.0569 0.6526 -5.1975  -0.082
18 C 0.5357 1.6262 -4.4111  0.092
19 Cl -0.3348 3.1227 -4.8374  0.028
20 N 0.7393 1.1794 -3.1470  -0.190
21 N 0.5564 1.8667 -1.9558  -0.210
22 C 0.7651 1.0885 -0.8600  0.204
23 C 0.6443 1.7136 0.4237  -0.063
24 C 1.7323 2.1596 1.1510  -0.207
25 C 1.6794 2.5948 2.4616  -0.164
26 C 0.5034 2.3256 3.2781  -0.199
27 C -0.6189 1.9924 2.5147  -0.163
28 C -0.5770 1.8243 1.0705  -0.302
29 S -1.9874 1.7005 0.0047  2.137
30 C -2.2161 3.2217 -0.7959  -0.906
31 O -1.9832 0.5495 -0.8985  -0.924
32 O -3.1390 1.4980 0.9075  -0.965
33 H 3.5276 -1.4214 1.7448  0.229
34 H 3.6464 -1.9330 0.1489  0.208
35 H 3.7249 -0.2470 0.2910  0.217
36 H 1.4837 -0.3861 1.3763  0.260
37 H 1.0497 -2.8859 -0.0877  0.396
38 H -2.0787 -0.6325 3.5050  0.186
39 H -4.2731 -3.5368 1.2774  0.421
40 H -3.3439 -4.3729 -0.0176  0.413
41 H 2.0877 -1.7584 -2.2280  0.233
42 H 0.9719 0.6687 -6.2305  0.215
43 H 2.7530 2.0736 0.7516  0.223
44 H 2.5989 2.9058 2.8659  0.216
45 H 0.4961 2.4514 4.3900  0.240
46 H -1.5406 1.7677 3.0607  0.249
47 H -3.2689 3.4979 -0.8032  0.278
48 H -1.7411 3.9415 -0.1276  0.255
49 H -1.9727 3.2060 -1.8993  0.282

Force components x, y, z for each atom (eV/Å):
-0.150 -1.575 0.365
1.167 0.348 1.547
1.907 0.433 0.524
-0.867 3.152 0.205
4.069 -0.251 -1.920
-0.440 -1.242 0.262
-2.284 -0.809 -1.299
-4.255 1.052 2.873
-0.305 -0.337 -0.180
1.435 -1.467 0.003
2.086 -2.853 -1.846
-1.148 2.646 1.082
-0.266 0.193 -3.884
-0.631 2.911 2.015
-1.049 -0.551 1.804
-1.831 1.541 -3.340
1.737 -1.042 1.636
-0.869 0.639 -0.246
0.936 -1.688 0.658
0.679 0.841 2.856
0.106 -2.786 1.266
1.551 0.243 -2.855
-1.005 1.587 1.932
1.636 -0.025 0.229
-2.122 -1.566 0.968
1.083 0.805 -2.112
-0.571 -0.211 -0.389
0.693 0.138 1.087
-4.743 -4.391 1.907
0.015 1.095 -1.486
1.689 1.410 -0.237
1.312 1.511 -0.028
-0.593 1.031 -0.858
0.007 -0.555 -0.779
0.160 0.506 0.450
-0.998 0.184 -0.123
-0.039 -0.228 -0.166
0.210 -0.294 -0.415
0.023 -0.274 -0.482
-0.198 0.581 0.798
0.562 -1.027 0.013
0.272 -0.352 -1.695
-0.571 0.263 -0.268
0.857 0.470 0.778
-0.097 -0.180 -1.327
0.030 0.358 -0.623
-0.254 -0.617 0.488
0.393 0.303 -0.684
0.669 0.081 1.495

Output
* energy above the lowest of the compared OMol25 structures with the same formula, charge and spin: 0.0 kJ/mol
* frontier orbital gap: 8.256 eV
* SMILES: C[C@H](Nc1ncnc(N)c1C#N)c1cc2ncc(Cl)n2nc1-c1ccccc1S(C)(=O)=O
* highest occupied orbital energy: -0.327 Ha